Entry 1:
ORCA calculation (ωB97M-V with the def2-TZVPD basis set) on one molecule with the formula C16H26N2O3S.

Geometry (Å):
C 5.609 0.423 1.044
C 4.237 1.071 0.931
H 4.298 2.129 1.192
H 3.545 0.597 1.632
C 3.679 0.980 -0.497
C 2.461 1.877 -0.622
O 2.606 3.074 -0.571
N 1.214 1.316 -0.819
C 0.873 -0.030 -0.830
O -0.166 -0.388 -1.336
C 1.834 -0.972 -0.163
C 1.363 -2.418 -0.233
C 2.283 -3.350 0.543
H 2.319 -3.069 1.593
H 1.925 -4.373 0.473
H 3.291 -3.309 0.137
H 0.350 -2.463 0.174
H 1.315 -2.723 -1.279
H 1.992 -0.669 0.877
S 3.417 -0.730 -1.046
C 0.100 2.227 -1.076
H -0.319 2.024 -2.064
H 0.498 3.242 -1.026
C -0.937 2.033 0.043
O -0.700 2.363 1.186
N -2.091 1.482 -0.363
H -2.128 1.038 -1.267
C -3.144 1.131 0.573
C -4.495 1.127 -0.142
C -4.620 -0.040 -1.121
C -4.367 -1.368 -0.415
C -2.989 -1.371 0.238
C -2.875 -0.225 1.238
H -1.880 -0.205 1.684
H -3.602 -0.365 2.041
H -2.826 -2.321 0.753
H -2.216 -1.271 -0.526
H -4.442 -2.188 -1.132
H -5.131 -1.521 0.351
H -5.619 -0.035 -1.561
H -3.905 0.074 -1.939
H -5.280 1.045 0.612
H -4.631 2.075 -0.667
H -3.129 1.910 1.345
H 4.430 1.383 -1.184
H 5.963 0.477 2.070
H 6.325 0.931 0.403
H 5.563 -0.622 0.747

Properties
Energy relative to the best compared isomer or geometry (same formula, charge and spin) in kJ/mol: 0.00
HOMO-LUMO gap in Eh: 0.3578
Structure (SMILES): CC[C@H]1S[C@H](CC)C(=O)N(CC(=O)NC2CCCCC2)C1=O
2S+1: 1

These are the natural (NBO) partial charges, in e, on atoms 1 to 5: -0.61 -0.40 0.23 0.20 -0.43



Entry 2:
ORCA calculation (ωB97M-V with the def2-TZVPD basis set) on a 2-piece molecular cluster, C4H6BrNO overall in a non-equilibrium geometry.

Geometry (Å):
C 0.151 -2.679 0.426
C 1.261 0.766 -0.316
C 0.197 -1.402 0.792
C 0.763 -0.240 0.169
N -0.951 1.690 -0.841
O -1.451 0.559 -0.686
Br -1.090 3.201 0.822
H -0.144 -3.420 1.116
H 0.542 -2.985 -0.576
H 0.108 1.835 -0.884
H 1.887 1.599 -0.583
H 0.178 -1.256 1.905
H -1.450 2.332 -1.343

Properties
Energy relative to the best compared isomer or geometry (same formula, charge and spin) in kJ/mol: 583.75
HOMO-LUMO gap in Eh: 0.3112
Structure (SMILES): [O-][NH2+]Br.C#CC=C
2S+1: 1

These are the natural (NBO) partial charges, in e, on atoms 1 to 5: -0.31 -0.39 -0.29 0.08 -0.11



- Among the records above, which one has the lowest HOMO-LUMO gap?
  C4H6BrNO